This record from the Open Molecules 2025 dataset describes one molecule with the formula CH5BO at a distorted geometry. The level of theory is the ωB97M-V functional and the def2-TZVPD basis.

Gap between HOMO and LUMO (spin up / spin down) (eV): 5.090 / 9.085
HOMO level (spin up / spin down) (eV): -4.45 / -12.80
Total energy (hartree): -140.91222
Energy above the lowest of the compared OMol25 structures with the same formula, charge and spin (kcal per mole): 44.7
2S+1: 3
⟨S²⟩: 2.005

Last column: Löwdin charge in e.
Cartesian coordinates (Å):
1 B 0.856 -0.328 0.126  -0.204
2 C -0.536 0.676 0.188  0.062
3 O -0.634 -0.805 0.171  -0.106
4 H 1.444 -0.484 -0.778  0.011
5 H 1.212 -0.392 1.248  0.067
6 H -1.055 1.009 -0.637  0.049
7 H -0.676 1.088 1.117  0.065
8 H -0.708 -1.293 -0.737  0.055

Cartesian forces (eV/Å) of the 2 atoms listed first:
B -1.1 -1.1 3.3
C -0.9 -0.8 -0.3